Record 1
150
Properties=species:S:1:pos:R:3:lowdin_charge:R:1 method="wB97M-V/def2-TZVPD" energy_ha=-2596.22253 e_lumo_ev=0.1 gap_ev=9.2 e_homo_ev=-9.2 relative_energy_ev=1.507
C 0.442 0.312 -0.863 -0.032
C -0.163 -0.878 -0.157 -0.454
C -0.671 -0.549 1.244 -0.028
O -1.224 -1.462 -0.921 -0.083
H 1.302 0.703 -0.310 0.068
H -0.282 1.109 -1.052 0.082
H 0.853 0.041 -1.840 0.056
H 0.601 -1.658 -0.055 0.116
H -1.595 0.038 1.184 0.077
H 0.071 -0.001 1.824 0.062
H -0.954 -1.448 1.798 0.073
H -1.983 -0.850 -0.840 0.046
C 3.936 -0.444 0.848 -0.063
C 4.516 -0.143 -0.531 -0.490
C 5.962 0.318 -0.424 -0.054
O 4.437 -1.378 -1.237 -0.051
H 3.006 -1.005 0.732 0.063
H 3.643 0.511 1.294 0.077
H 4.582 -1.035 1.494 0.080
H 3.915 0.614 -1.045 0.106
H 6.393 0.474 -1.419 0.075
H 6.559 -0.496 -0.008 0.085
H 6.052 1.236 0.155 0.079
H 4.600 -1.279 -2.181 0.093
C -6.390 -3.697 0.272 -0.056
C -5.064 -3.525 0.986 -0.470
C -4.280 -2.331 0.468 -0.040
O -5.290 -3.377 2.394 -0.049
H -6.286 -3.902 -0.794 0.078
H -7.044 -2.837 0.459 0.078
H -6.930 -4.545 0.700 0.082
H -4.478 -4.440 0.887 0.128
H -4.964 -1.470 0.493 0.065
H -4.009 -2.499 -0.579 0.080
H -3.386 -2.040 1.015 0.067
H -5.972 -2.709 2.525 0.076
C -0.514 3.112 2.944 -0.039
C -0.674 2.548 4.342 -0.459
C -2.001 2.873 4.994 -0.037
O -0.517 1.127 4.260 -0.089
H 0.310 2.634 2.415 0.056
H -0.362 4.193 2.880 0.079
H -1.404 2.907 2.344 0.067
H 0.131 2.912 4.994 0.138
H -2.803 2.697 4.267 0.063
H -2.075 3.942 5.193 0.086
H -2.178 2.261 5.875 0.088
H 0.429 0.963 4.121 0.044
C 3.631 -0.257 5.664 -0.046
C 2.918 -0.192 4.322 -0.471
C 1.869 -1.264 4.190 -0.051
O 2.295 1.084 4.145 -0.064
H 4.467 0.439 5.756 0.077
H 3.998 -1.264 5.869 0.085
H 2.904 -0.047 6.453 0.089
H 3.650 -0.334 3.521 0.109
H 1.313 -1.152 3.254 0.062
H 1.110 -1.200 4.975 0.094
H 2.303 -2.263 4.186 0.086
H 2.913 1.808 4.270 0.104
C 1.789 6.116 0.791 -0.057
C 2.764 5.104 0.243 -0.477
C 2.182 3.697 0.159 -0.051
O 3.061 5.546 -1.102 -0.070
H 2.208 7.120 0.826 0.081
H 1.490 5.862 1.812 0.073
H 0.866 6.121 0.208 0.084
H 3.715 5.125 0.785 0.136
H 2.888 3.063 -0.379 0.067
H 1.229 3.722 -0.370 0.071
H 2.008 3.301 1.162 0.063
H 3.812 5.039 -1.423 0.079
C -0.140 5.742 -4.438 -0.055
C 0.292 4.294 -4.332 -0.504
C -0.450 3.484 -3.293 -0.046
O 0.082 3.667 -5.603 -0.062
H 0.328 6.259 -5.280 0.078
H 0.130 6.318 -3.549 0.081
H -1.218 5.831 -4.594 0.085
H 1.361 4.264 -4.081 0.118
H -0.225 3.845 -2.287 0.070
H -0.150 2.436 -3.308 0.068
H -1.525 3.590 -3.450 0.087
H 0.604 4.114 -6.274 0.082
C 3.133 1.560 -3.684 -0.043
C 2.925 1.354 -5.166 -0.508
C 3.689 2.340 -6.044 -0.046
O 3.217 0.000 -5.491 -0.046
H 2.639 0.706 -3.211 0.063
H 2.598 2.431 -3.306 0.068
H 4.196 1.572 -3.441 0.084
H 1.862 1.528 -5.395 0.119
H 4.750 2.359 -5.793 0.083
H 3.212 3.314 -5.915 0.071
H 3.579 2.078 -7.098 0.079
H 3.140 -0.138 -6.438 0.087
C -4.377 2.235 1.563 -0.126
O -5.047 1.197 0.850 -0.137
H -4.212 3.063 0.879 0.088
H -4.962 2.597 2.411 0.084
H -3.426 1.848 1.933 0.054
H -5.375 0.572 1.504 0.077
C 1.657 -3.160 -2.181 -0.143
O 0.339 -3.661 -1.980 -0.141
H 2.235 -3.191 -1.251 0.054
H 2.082 -3.737 -2.996 0.089
H 1.641 -2.086 -2.401 0.055
H -0.214 -2.942 -1.635 0.013
C -1.265 -4.701 0.735 -0.143
O -2.242 -5.723 0.920 -0.111
H -0.286 -5.118 0.478 0.078
H -1.510 -4.100 -0.149 0.060
H -1.255 -4.041 1.597 0.057
H -2.332 -6.157 0.067 0.076
C -0.204 -1.528 -4.933 -0.165
O 0.171 -1.324 -6.270 -0.102
H -1.192 -1.127 -4.681 0.070
H -0.260 -2.589 -4.686 0.075
H 0.535 -1.132 -4.226 0.062
H 0.128 -0.388 -6.481 0.072
C -2.884 -3.359 -3.524 -0.155
O -3.836 -4.387 -3.286 -0.111
H -1.990 -3.406 -2.908 0.059
H -2.542 -3.344 -4.564 0.077
H -3.339 -2.388 -3.308 0.049
H -4.512 -4.285 -3.960 0.072
C -0.646 -3.797 4.202 -0.182
O -2.044 -3.711 4.133 -0.109
H -0.252 -3.701 5.221 0.084
H -0.261 -4.682 3.700 0.076
H -0.152 -2.962 3.675 0.047
H -2.285 -2.826 4.437 0.022
C -3.734 0.167 -2.540 -0.125
O -3.360 0.302 -1.178 -0.156
H -4.477 -0.629 -2.634 0.078
H -4.178 1.080 -2.947 0.083
H -2.830 -0.059 -3.102 0.068
H -4.152 0.335 -0.617 0.045
C 2.679 -3.932 1.531 -0.157
O 2.603 -4.624 2.769 -0.118
H 1.713 -3.501 1.272 0.065
H 3.420 -3.131 1.570 0.059
H 2.948 -4.614 0.718 0.084
H 3.484 -4.942 2.980 0.077
C -3.266 -0.805 4.224 -0.141
O -2.138 -0.905 5.098 -0.143
H -3.956 -1.613 4.454 0.083
H -3.748 0.164 4.415 0.074
H -2.946 -0.801 3.178 0.064
H -1.609 -0.102 4.932 0.031



Record 2
30
Properties=species:S:1:pos:R:3:nbo_charge:R:1 method="wB97M-V/def2-TZVPD" energy_ha=-1255.72145 total_charge=+1 e_lumo_ev=-4.0 gap_ev=8.3 e_homo_ev=-12.3
N 3.025 -2.783 -1.845 -0.676
C 1.997 -1.988 -1.766 0.713
N 1.879 -0.827 -2.483 -0.602
C 0.854 -0.010 -1.768 -0.241
C 0.702 -0.776 -0.451 -0.244
N 1.009 -2.202 -0.825 -0.740
P -0.384 -3.117 -1.378 0.989
S -1.279 -4.157 -0.083 -0.392
H 3.750 -2.639 -2.532 0.439
H 3.087 -3.570 -1.215 0.447
H 1.713 -0.958 -3.474 0.431
H -0.061 0.061 -2.356 0.215
H 1.218 0.998 -1.586 0.242
H 1.501 -0.477 0.227 0.226
H -0.258 -0.666 0.038 0.280
H -1.123 -2.094 -2.000 -0.041
H 0.239 -3.760 -2.467 -0.053
C -1.519 3.285 2.079 -0.431
C -1.693 2.087 3.009 -0.431
C -1.748 0.934 2.019 -0.071
O -0.913 1.320 0.913 -0.581
C -0.594 2.717 1.014 -0.068
H -1.098 4.160 2.571 0.230
H -2.477 3.567 1.639 0.211
H -0.827 1.986 3.667 0.208
H -2.586 2.145 3.628 0.231
H -2.767 0.772 1.654 0.175
H -1.372 -0.005 2.429 0.184
H 0.456 2.821 1.308 0.166
H -0.731 3.177 0.035 0.186



Record 3
18
Properties=species:S:1:pos:R:3:lowdin_spin:R:1 method="wB97M-V/def2-TZVPD" energy_ha=-288.75879 total_charge=+2 e_lumo_ev="-8.4 / -15.9" spin_multiplicity=2 gap_ev="9.8 / 2.3" e_homo_ev="-18.2 / -18.2" s_squared=0.753 relative_energy_ev=2.727
C 0.362 0.865 -1.826 0.000
N 0.753 0.864 -0.325 0.000
C -0.499 0.920 0.443 0.000
C -1.508 0.018 -0.318 0.000
C -1.118 0.175 -1.820 0.000
H 0.413 2.007 -2.115 0.000
H 1.222 0.478 -2.392 0.000
H 1.407 1.634 -0.112 0.000
H 1.163 -0.040 -0.217 0.000
H -0.975 1.977 0.366 0.000
H -0.203 0.770 1.539 0.000
H -1.515 -0.975 0.064 0.000
H -2.552 0.142 -0.010 0.000
H -1.624 0.901 -2.468 0.000
H -1.214 -0.768 -2.346 0.000
H 1.628 -2.786 3.109 0.020
H 2.546 -3.269 4.393 0.014
O 1.714 -2.912 4.034 0.966



Record 4
87
Properties=species:S:1:pos:R:3:lowdin_charge:R:1 method="wB97M-V/def2-TZVPD" energy_ha=-2076.69825 total_charge=+2 e_lumo_ev="-8.1 / -7.9" gap_ev="4.9 / 5.5" e_homo_ev="-13.1 / -13.4" relative_energy_ev=1.342
Pb 0.376 -0.641 0.106 1.710
O -0.869 -1.732 -1.364 -0.295
C -2.223 -1.498 -1.574 -0.463
C -2.614 -0.003 -1.283 -0.066
C -1.681 1.025 -1.823 -0.269
C -1.987 1.730 -2.976 0.013
C -1.106 2.695 -3.435 0.015
C 0.046 2.943 -2.706 0.021
C 0.306 2.207 -1.560 -0.245
C 1.569 2.442 -0.778 -0.048
C 2.628 1.359 -1.127 -0.473
O 2.405 0.187 -0.412 -0.235
C 2.762 1.216 -2.630 -0.198
C 3.355 2.249 -3.352 -0.029
C 3.462 2.164 -4.730 -0.051
C 2.981 1.043 -5.397 -0.061
C 2.402 0.009 -4.679 -0.058
C 2.296 0.092 -3.296 -0.030
C 3.988 1.582 -0.443 -0.141
C 4.148 2.466 0.629 -0.022
C 5.393 2.606 1.210 -0.056
C 6.464 1.824 0.778 -0.043
C 6.297 0.914 -0.263 -0.042
C 5.061 0.778 -0.862 0.005
N -0.547 1.256 -1.136 0.060
C -3.096 -2.342 -0.646 -0.201
C -2.512 -3.386 0.065 -0.029
C -3.259 -4.139 0.963 -0.058
C -4.603 -3.861 1.154 -0.072
C -5.203 -2.843 0.424 -0.067
C -4.457 -2.090 -0.471 -0.060
C -2.433 -1.841 -3.076 -0.122
C -3.444 -2.694 -3.507 -0.011
C -3.593 -2.966 -4.861 -0.055
C -2.723 -2.420 -5.790 -0.063
C -1.693 -1.595 -5.361 -0.058
C -1.541 -1.317 -4.012 -0.037
H -3.615 0.179 -1.665 0.132
H -2.640 0.083 -0.190 0.067
H -2.905 1.509 -3.502 0.136
H -1.319 3.251 -4.337 0.130
H 0.752 3.699 -3.019 0.131
H 1.952 3.432 -1.015 0.139
H 1.363 2.373 0.293 0.119
H 3.759 3.111 -2.831 0.131
H 3.941 2.961 -5.284 0.115
H 3.078 0.970 -6.472 0.113
H 2.052 -0.877 -5.192 0.111
H 1.865 -0.726 -2.729 0.101
H 3.327 3.076 0.979 0.110
H 5.534 3.323 2.007 0.113
H 7.424 1.911 1.268 0.116
H 7.125 0.304 -0.595 0.118
H 4.912 0.058 -1.655 0.132
H -1.468 -3.612 -0.106 0.115
H -2.793 -4.953 1.502 0.115
H -5.188 -4.441 1.856 0.113
H -6.261 -2.645 0.541 0.112
H -4.959 -1.325 -1.050 0.119
H -4.123 -3.149 -2.801 0.110
H -4.394 -3.619 -5.181 0.114
H -2.832 -2.656 -6.840 0.113
H -0.991 -1.181 -6.074 0.108
H -0.705 -0.716 -3.682 0.098
C -2.690 1.636 1.785 0.017
N -3.343 0.468 2.434 -0.152
C -3.969 0.877 3.721 0.023
C -2.415 -0.731 2.574 -0.067
C -1.081 -0.411 3.203 -0.258
C -0.968 -0.357 4.595 -0.023
C 0.236 -0.026 5.198 -0.030
C 1.352 0.236 4.418 -0.034
C 1.270 0.128 3.034 -0.112
C 0.058 -0.179 2.439 -0.184
H -3.440 2.394 1.571 0.123
H -2.203 1.335 0.859 0.057
H -1.945 2.048 2.459 0.118
H -4.101 0.160 1.822 0.176
H -3.201 1.242 4.396 0.104
H -4.484 0.031 4.171 0.117
H -4.685 1.675 3.537 0.116
H -2.276 -1.136 1.570 0.090
H -2.950 -1.476 3.161 0.146
H -1.822 -0.617 5.210 0.126
H 0.304 0.011 6.277 0.125
H 2.295 0.494 4.880 0.125
H 2.161 0.290 2.436 0.098



Record 5
46
Properties=species:S:1:pos:R:3:nbo_charge:R:1 method="wB97M-V/def2-TZVPD" energy_ha=-3494.24675 total_charge=-1 e_lumo_ev=2.1 gap_ev=6.9 e_homo_ev=-4.8
C 1.811 0.355 -1.288 -0.640
C 0.552 1.229 -1.248 -0.288
I -0.232 1.586 -3.218 0.021
C -0.465 0.590 -0.257 -0.253
N -1.866 0.873 -0.453 -0.625
C -2.599 -0.194 -1.134 -0.485
C -2.640 -1.481 -0.268 0.752
O -1.781 -2.362 -0.570 -0.811
O -3.465 -1.506 0.631 -0.730
P -4.389 0.316 -1.357 1.298
O -4.438 1.576 -0.291 -0.988
O -4.427 0.955 -2.909 -1.010
H 1.821 -0.303 -2.149 0.222
H 1.831 -0.294 -0.416 0.217
H 2.715 0.946 -1.234 0.203
H 0.870 2.187 -0.871 0.202
H -0.277 -0.475 -0.212 0.236
H -0.187 0.999 0.719 0.189
H -2.024 1.784 -0.855 0.356
H -2.230 -0.431 -2.137 0.191
H -5.339 1.900 -0.225 0.486
H -3.666 1.525 -3.100 0.471
Cl -2.434 -8.407 3.237 -0.007
C -1.573 -7.239 2.284 -0.072
C -2.077 -5.964 2.062 -0.059
Cl -3.588 -5.461 2.732 0.028
C -1.361 -5.061 1.286 -0.213
C -0.146 -5.435 0.738 -0.187
C 0.360 -6.708 0.964 -0.219
C -0.354 -7.609 1.736 -0.237
H -1.748 -4.061 1.100 0.299
H 0.402 -4.726 0.133 0.229
H 1.311 -7.001 0.537 0.207
H 0.036 -8.602 1.913 0.217
Cl 0.660 5.835 -0.783 0.037
C 2.256 5.676 -0.141 -0.056
C 3.179 4.805 -0.702 -0.073
Cl 2.784 3.842 -2.079 0.044
C 4.449 4.695 -0.153 -0.215
C 4.798 5.455 0.951 -0.206
C 3.876 6.330 1.509 -0.207
C 2.608 6.439 0.964 -0.218
H 5.165 4.013 -0.589 0.230
H 5.788 5.364 1.376 0.217
H 4.145 6.927 2.370 0.217
H 1.888 7.118 1.398 0.230



Record 6
43
Properties=species:S:1:pos:R:3:lowdin_spin:R:1 method="wB97M-V/def2-TZVPD" energy_ha=-2790.39638 e_lumo_ev="0.4 / 0.4" spin_multiplicity=3 gap_ev="5.1 / 8.0" e_homo_ev="-4.7 / -7.6" s_squared=2.024
C -5.318 0.560 1.499 0.000
C -4.986 1.699 2.464 0.000
H -5.747 0.941 0.565 0.000
H -6.043 -0.132 1.944 0.000
H -4.415 -0.012 1.256 0.000
H -4.118 2.270 2.120 0.000
H -5.829 2.392 2.542 0.000
H -4.781 1.315 3.470 0.000
C -0.276 -0.735 -2.905 0.028
C 0.350 -1.023 -4.108 0.092
C 1.540 -0.356 -4.419 0.062
C 2.078 0.581 -3.536 0.037
H -1.214 -1.198 -2.618 0.001
H -0.113 -1.748 -4.777 0.006
H 2.048 -0.571 -5.353 0.003
H 2.997 1.133 -3.739 0.001
N 0.236 0.184 -2.044 0.176
C 1.409 0.848 -2.340 0.119
C 1.837 1.729 -1.275 0.120
N 0.972 1.694 -0.196 0.178
C 1.270 2.362 0.954 0.032
C 3.343 3.119 -0.024 0.064
C 2.463 3.066 1.065 0.093
H 0.549 2.306 1.773 0.003
H 2.695 3.542 2.019 0.006
C 3.031 2.457 -1.212 0.036
H 3.710 2.440 -2.068 0.001
H 4.288 3.646 0.079 0.003
Ni -0.442 0.563 -0.398 0.894
I -1.860 -0.916 0.861 0.040
C 1.745 -1.086 1.391 0.001
Si 0.263 -2.233 1.296 0.001
C 0.429 -3.353 -0.170 0.001
C 0.074 -2.934 3.015 0.001
H 2.046 -0.740 0.391 0.001
H 2.593 -1.653 1.815 0.000
H 1.537 -0.226 2.044 0.001
H 1.023 -4.238 0.090 0.000
H -0.532 -3.684 -0.569 0.000
H 0.961 -2.805 -0.958 0.000
H 1.031 -3.418 3.271 0.000
H -0.114 -2.108 3.723 0.000
H -0.731 -3.679 3.061 0.000